[1]
C5H9NO in the gas phase. Source: the Open Molecules 2025 dataset; level of theory: ωB97M-V with the def2-TZVPD basis set.

Results
frontier orbital gap = 10.9 eV
energy = -325.86298 hartree
spin multiplicity = 1
SMILES = C[C@H]1N[C@H]1CC=O

XYZ file:
```
16
C5H9NO (ωB97M-V with the def2-TZVPD basis set)
C -0.41 0.24 1.82
C 0.40 -0.70 0.97
N -0.34 -1.74 0.25
C 0.35 -0.70 -0.52
C -0.49 0.27 -1.32
C 0.34 1.50 -1.56
O 1.17 1.58 -2.44
H -1.44 0.29 1.46
H -0.45 -0.11 2.86
H 0.01 1.25 1.82
H 1.37 -0.98 1.39
H 0.18 -2.61 0.22
H 1.27 -0.98 -1.03
H -1.42 0.51 -0.79
H -0.75 -0.18 -2.29
H 0.20 2.34 -0.84
```

***

[2]
C6H4Cl4S2 in the gas phase at a distorted geometry. Source: the Open Molecules 2025 dataset; level of theory: ωB97M-V with the def2-TZVPD basis set.

Results
frontier orbital gap = 7.9 eV
energy = -2868.09669 hartree
spin multiplicity = 1
SMILES = S/C=C(Cl)/C(Cl)=C(Cl)\C=C(\S)Cl

XYZ file:
```
16
C6H4Cl4S2 (ωB97M-V with the def2-TZVPD basis set)
C -1.40 0.41 0.26
C -1.36 1.84 0.34
C -0.21 2.53 0.42
C 1.08 1.98 0.44
C 1.50 1.08 -0.44
C -2.43 -0.35 -0.17
S 3.04 0.26 -0.39
S -2.20 -2.02 0.04
Cl -2.81 2.77 0.28
Cl -0.19 4.25 0.70
Cl 2.04 2.54 1.77
Cl -3.92 0.14 -0.80
H -0.63 -0.11 0.59
H 0.79 0.92 -1.34
H 3.09 0.10 0.94
H -3.49 -2.38 -0.02
```

***

[3]
A molecular structure, CH4N2OS at a distorted geometry. Source: the Open Molecules 2025 dataset; level of theory: ωB97M-V with the def2-TZVPD basis set.

Results
frontier orbital gap (alpha / beta) = 9.2 / 9.2 eV
energy = -623.31360 hartree
spin multiplicity = 1

XYZ file:
```
9
CH4N2OS (ωB97M-V with the def2-TZVPD basis set)
C 0.18 -0.02 -0.14
N -1.02 1.55 -0.14
N -0.39 -1.26 -0.19
O 2.53 -0.61 0.28
S 1.61 0.55 0.22
H -0.80 2.18 0.61
H -1.76 0.97 0.14
H -0.68 -1.59 -1.11
H 0.33 -1.76 0.33
```

***

[4]
A molecular structure, C37H26ClIN5O3RbS2. Source: the Open Molecules 2025 dataset; level of theory: ωB97M-V with the def2-TZVPD basis set.

Results
frontier orbital gap = 6.2 eV
energy = -3503.57930 hartree
spin multiplicity = 1
total charge = -2

XYZ file:
```
76
C37H26ClIN5O3RbS2 (ωB97M-V with the def2-TZVPD basis set)
Rb -0.21 -0.24 0.55
Cl 1.61 -8.28 1.13
C 1.37 -6.58 0.80
C 2.35 -5.65 1.18
C 2.16 -4.32 0.94
C 0.97 -3.80 0.30
O 0.79 -2.57 0.16
C 0.03 -4.80 -0.16
C -1.09 -4.49 -0.99
N -1.36 -3.34 -1.49
C -2.28 -3.16 -2.48
C -2.34 -3.99 -3.59
C -3.23 -3.73 -4.65
C -4.07 -2.66 -4.62
C -4.05 -1.78 -3.51
C -4.90 -0.66 -3.41
C -4.82 0.15 -2.31
C -3.89 -0.17 -1.30
N -3.09 -1.21 -1.35
C -3.15 -2.02 -2.43
C 0.24 -6.16 0.14
H 3.25 -6.00 1.67
H 2.90 -3.59 1.24
H -1.76 -5.34 -1.22
H -1.66 -4.83 -3.65
H -3.23 -4.40 -5.51
H -4.76 -2.45 -5.43
H -5.60 -0.45 -4.21
H -5.44 1.03 -2.21
H -3.80 0.45 -0.41
H -0.49 -6.89 -0.17
C 0.35 2.94 3.86
C 1.50 1.98 3.77
N 2.11 1.63 4.88
C 3.12 0.74 4.83
C 3.58 0.18 3.67
C 4.72 -0.80 3.72
O 5.92 -0.37 3.06
C 2.99 0.57 2.44
C 3.43 -0.05 1.21
N 3.43 0.36 -0.01
C 3.21 1.66 -0.43
C 3.79 2.78 0.18
C 3.64 4.04 -0.35
C 2.90 4.25 -1.50
C 2.31 3.16 -2.13
C 2.49 1.89 -1.61
I 1.65 0.24 -2.62
C 1.88 1.49 2.46
O 1.24 1.83 1.43
H 0.33 3.38 4.85
H 0.44 3.71 3.10
H -0.59 2.42 3.68
H 3.57 0.49 5.79
H 5.01 -0.96 4.76
H 4.40 -1.77 3.31
H 5.69 -0.11 2.16
H 3.81 -1.07 1.30
H 4.34 2.63 1.10
H 4.10 4.89 0.16
H 2.77 5.24 -1.91
H 1.71 3.30 -3.02
S -3.16 0.86 3.07
C -3.07 1.95 1.82
N -2.32 1.91 0.75
C -2.52 2.96 -0.11
C -1.87 3.15 -1.33
C -2.17 4.25 -2.11
C -3.12 5.18 -1.70
C -3.78 5.02 -0.49
C -3.48 3.92 0.30
S -4.14 3.44 1.83
H -1.12 2.43 -1.65
H -1.67 4.40 -3.05
H -3.35 6.04 -2.32
H -4.53 5.73 -0.16
```

***

[5]
A molecular structure, C54H135F6MnN9O18P at a distorted geometry. Source: the Open Molecules 2025 dataset; level of theory: ωB97M-V with the def2-TZVPD basis set.

Results
frontier orbital gap (alpha / beta) = 7.0 / 6.9 eV
energy = -6076.50066 hartree
⟨S²⟩ = 8.753
spin multiplicity = 6
total charge = +1

XYZ file:
```
224
C54H135F6MnN9O18P (ωB97M-V with the def2-TZVPD basis set)
Mn -7.81 0.34 38.60
P -6.70 3.89 38.01
F -7.85 3.63 39.12
F -6.39 2.36 38.11
F -7.77 3.60 36.91
F -5.64 4.18 36.84
F -6.99 5.47 38.10
F -5.55 3.94 39.12
C -6.42 7.16 34.70
O -5.57 8.09 33.97
C -5.32 9.47 34.52
C -4.23 10.25 33.73
N -4.69 10.58 32.43
C -3.72 11.38 31.65
C -2.44 10.61 31.47
O -1.76 11.25 30.38
C -0.34 11.49 30.64
H -6.47 6.21 34.18
H -7.41 7.61 34.73
H -6.01 6.86 35.66
H -5.10 9.50 35.59
H -6.28 9.97 34.43
H -3.33 9.64 33.73
H -4.02 11.17 34.29
H -4.87 9.75 31.89
H -3.59 12.34 32.15
H -4.13 11.48 30.64
H -2.66 9.61 31.12
H -1.87 10.59 32.40
H -0.25 11.94 31.63
H 0.07 12.12 29.86
H 0.24 10.58 30.56
C -4.04 6.99 38.99
O -3.02 7.77 38.26
C -3.15 9.21 38.33
C -2.07 9.91 37.57
N -2.21 9.55 36.08
C -1.07 9.98 35.26
C -0.85 11.49 35.32
O 0.02 11.88 34.28
C 0.71 13.15 34.45
H -4.92 6.89 38.36
H -4.24 7.47 39.95
H -3.66 5.97 39.04
H -3.04 9.54 39.36
H -4.07 9.59 37.89
H -1.12 9.44 37.83
H -2.13 10.96 37.83
H -2.42 8.56 36.06
H -1.05 9.60 34.24
H -0.09 9.56 35.52
H -0.57 11.71 36.35
H -1.80 12.01 35.21
H 1.02 13.66 33.54
H 1.59 12.94 35.06
H 0.06 13.85 34.98
C -9.87 8.10 43.32
O -10.44 6.92 42.77
C -9.50 6.00 42.11
C -9.90 4.59 41.72
N -10.12 3.63 42.77
C -9.03 3.63 43.82
C -9.39 2.62 44.97
O -10.77 2.77 45.41
C -11.14 1.86 46.52
H -10.70 8.53 43.87
H -9.58 8.92 42.67
H -9.10 7.89 44.07
H -8.61 5.81 42.72
H -9.08 6.49 41.23
H -9.16 4.30 40.97
H -10.79 4.81 41.12
H -11.09 3.71 43.04
H -8.92 4.62 44.28
H -8.07 3.45 43.34
H -8.73 2.85 45.81
H -9.29 1.56 44.73
H -10.63 1.96 47.48
H -11.07 0.86 46.08
H -12.18 2.00 46.81
C -7.19 1.30 41.69
O -6.76 0.92 40.30
C -5.43 0.44 40.37
C -4.93 -0.16 39.06
N -6.04 -0.81 38.35
C -6.44 -1.95 39.04
C -7.61 -2.71 38.36
O -8.67 -1.83 38.01
C -9.81 -2.53 37.42
H -7.24 0.41 42.31
H -8.25 1.54 41.75
H -6.63 1.97 42.34
H -5.30 -0.33 41.13
H -4.92 1.37 40.62
H -4.15 -0.88 39.32
H -4.41 0.65 38.54
H -5.69 -1.28 37.52
H -6.50 -1.71 40.10
H -5.58 -2.61 39.00
H -7.98 -3.54 38.96
H -7.33 -3.32 37.50
H -10.44 -1.72 37.07
H -10.34 -3.09 38.19
H -9.59 -3.13 36.54
C -10.39 6.24 38.24
O -11.03 5.16 37.52
C -11.83 5.54 36.36
C -11.65 4.65 35.19
N -12.46 4.96 33.96
C -13.93 4.95 34.26
C -14.83 3.70 34.25
O -16.18 3.82 34.80
C -17.18 2.90 34.21
H -10.05 7.00 37.55
H -9.55 5.79 38.77
H -11.07 6.57 39.03
H -11.84 6.59 36.09
H -12.84 5.48 36.77
H -11.77 3.63 35.54
H -10.63 4.67 34.81
H -12.08 5.84 33.63
H -14.29 5.55 33.42
H -14.17 5.54 35.15
H -14.37 2.81 34.68
H -14.87 3.46 33.18
H -16.97 1.89 34.54
H -17.05 3.03 33.13
H -18.21 3.20 34.41
C -0.24 4.86 37.87
O -1.36 4.10 38.24
C -2.31 4.03 37.20
C -2.94 2.55 37.29
N -1.82 1.72 36.81
C -2.29 0.46 36.22
C -1.08 -0.41 35.68
O -0.23 0.30 34.76
C -0.79 0.44 33.48
H -0.52 5.91 37.81
H -0.05 4.44 36.88
H 0.58 4.96 38.58
H -1.92 4.27 36.21
H -3.10 4.78 37.28
H -3.84 2.52 36.67
H -3.27 2.41 38.31
H -0.87 2.05 36.87
H -3.14 0.51 35.53
H -2.71 -0.10 37.05
H -1.46 -1.33 35.23
H -0.42 -0.64 36.52
H -0.53 -0.43 32.87
H -0.34 1.32 33.03
H -1.87 0.57 33.48
C -5.51 4.43 47.50
O -6.10 4.89 46.30
C -6.22 6.31 46.18
C -6.16 6.66 44.70
N -4.78 6.63 44.29
C -4.69 6.84 42.90
C -4.91 5.48 42.14
O -3.90 4.57 42.57
C -2.55 4.73 42.08
H -5.76 3.36 47.46
H -6.01 4.94 48.32
H -4.45 4.65 47.62
H -5.40 6.82 46.69
H -7.22 6.60 46.50
H -6.85 7.47 44.48
H -6.69 5.75 44.41
H -4.28 5.78 44.50
H -3.66 7.14 42.69
H -5.37 7.66 42.70
H -4.99 5.68 41.07
H -5.89 5.13 42.49
H -1.97 5.50 42.59
H -2.54 4.90 41.00
H -2.07 3.75 42.09
C -6.75 0.36 35.48
O -7.85 0.53 36.41
C -9.02 1.06 35.73
C -10.00 1.30 36.96
N -9.39 1.74 38.22
C -10.21 1.64 39.41
C -10.59 0.29 39.96
O -9.31 -0.32 40.14
C -9.26 -1.52 40.97
H -6.75 1.13 34.72
H -6.69 -0.59 34.95
H -5.77 0.51 35.93
H -9.42 0.41 34.95
H -8.91 2.01 35.20
H -10.56 0.39 37.15
H -10.78 1.95 36.58
H -9.16 2.72 38.23
H -11.15 2.15 39.17
H -9.88 2.29 40.22
H -11.21 -0.29 39.28
H -11.13 0.48 40.88
H -8.25 -1.91 41.05
H -10.00 -2.23 40.61
H -9.43 -1.14 41.97
C -6.00 7.94 30.34
O -6.64 7.35 29.21
C -7.78 6.46 29.52
C -7.49 5.28 30.36
N -6.82 4.21 29.62
C -6.30 3.10 30.45
C -5.35 3.46 31.57
O -6.04 3.28 32.77
C -5.07 3.50 33.83
H -4.99 8.15 29.98
H -5.86 7.33 31.23
H -6.37 8.92 30.64
H -8.25 6.07 28.62
H -8.55 6.90 30.16
H -8.41 4.81 30.72
H -6.78 5.50 31.16
H -7.39 3.83 28.88
H -5.78 2.39 29.81
H -7.03 2.43 30.91
H -5.12 4.53 31.61
H -4.40 2.91 31.52
H -4.56 4.46 33.88
H -4.44 2.62 33.98
H -5.77 3.59 34.66
```